Entry 1:
The following is a quantum chemistry calculation of a structure of composition C20H28NO3PTc at a distorted geometry, from the OMol25 dataset.

Geometry as XYZ:
```
54
Properties=species:S:1:pos:R:3:forces:R:3
Tc 0.150 0.492 0.203 0.850 -1.892 -2.263
P -1.426 1.873 0.804 -2.735 3.544 -0.025
O 0.533 -1.328 0.820 0.583 -1.165 0.656
O -1.086 -3.333 1.032 1.154 0.028 2.247
O 2.712 -1.922 1.068 -2.622 -0.384 0.796
N 1.875 1.151 -1.082 -0.061 -0.125 0.272
C -2.303 1.757 2.380 0.285 -0.657 0.261
C -0.230 0.158 -2.894 -0.031 0.060 0.380
C 3.080 1.406 -0.244 0.063 -0.003 0.288
C -0.877 -4.492 3.076 0.080 -1.209 1.298
C 0.988 -3.109 2.266 1.121 -0.415 1.154
C -0.979 3.654 0.824 0.665 -0.177 0.169
C 1.167 -0.380 -2.995 0.616 -0.633 -0.558
C -0.328 -3.639 2.107 -1.088 0.815 -1.912
C -2.667 1.924 -0.561 0.076 -0.235 0.562
C -0.775 0.738 -1.730 -0.269 0.546 0.452
C -2.063 1.314 -1.796 -0.325 -0.348 0.045
C 1.228 -4.436 4.278 0.123 -0.339 0.463
C -2.314 0.581 -4.084 0.029 0.011 0.266
C -2.830 1.227 -2.957 0.230 0.011 0.177
C -1.032 0.038 -4.040 -0.205 0.225 0.122
C 1.581 2.400 -1.838 0.133 0.374 -0.012
C 1.767 -3.551 3.336 -0.288 1.038 -1.619
C 2.272 0.080 -2.039 -0.089 0.186 0.262
C -0.097 -4.883 4.158 -1.074 -0.145 -0.594
C 1.521 -2.082 1.335 2.500 0.910 -1.092
H -3.840 1.646 -2.940 0.364 -0.140 -0.201
H -0.714 -2.461 0.716 0.033 -0.313 -0.405
H 3.864 1.828 -0.892 -0.069 -0.279 0.327
H -0.205 3.812 1.586 -0.184 0.179 -0.167
H 2.785 -3.167 3.406 -0.253 -0.178 0.092
H 2.517 2.960 -1.953 -0.230 -0.066 -0.077
H -3.527 1.346 -0.193 -0.016 0.125 -0.325
H -1.638 2.140 3.167 -0.280 -0.068 -0.128
H 1.533 -0.190 -4.015 -0.270 -0.084 0.232
H 0.861 3.017 -1.294 0.224 -0.085 -0.126
H -0.520 -5.563 4.900 0.170 0.271 -0.186
H -1.642 -0.114 0.506 2.110 0.716 -0.171
H -0.624 -0.477 -4.914 -0.096 0.238 0.242
H -2.921 0.515 -4.986 0.215 -0.059 0.188
H -2.516 0.699 2.577 -0.146 0.341 0.127
H 2.638 -0.765 -1.445 0.012 0.235 -0.092
H -1.906 -4.829 2.955 0.297 0.025 0.000
H -0.591 3.975 -0.152 -0.173 -0.041 0.276
H 2.823 2.119 0.545 0.271 -0.046 -0.270
H 1.851 -4.770 5.110 -0.244 0.069 -0.223
H 1.130 -1.477 -2.918 -0.104 0.211 -0.076
H 1.155 1.434 1.323 -1.656 -0.622 -0.979
H 1.182 2.174 -2.826 -0.029 0.071 0.190
H -3.232 2.341 2.347 0.307 -0.106 -0.041
H -2.969 2.970 -0.706 -0.062 -0.291 0.015
H -1.876 4.236 1.071 0.217 -0.148 -0.044
H 3.119 0.501 -2.604 -0.167 -0.294 0.075
H 3.396 0.456 0.204 0.041 0.320 -0.041
```
Forces are in eV/Å.

**HOMO energy (alpha / beta)**: -14.55 / -14.55 eV
**LUMO (alpha / beta)**: -7.85 / -9.92 eV
**Net charge**: +2
**Expectation value of S²**: 3.81
**Gap between HOMO and LUMO (alpha / beta)**: 0.2461 / 0.1701 hartree
**Spin multiplicity**: 4

***

Entry 2:
The following is a quantum chemistry calculation of a structure of composition C20H28NO3W at a distorted geometry, from the OMol25 dataset.

Geometry as XYZ:
```
53
Properties=species:S:1:pos:R:3:forces:R:3
W 0.204 0.289 3.461 -9.540 -6.077 3.012
O 0.754 -1.473 -4.474 0.288 -0.077 -1.664
O 0.405 -0.276 7.738 -0.295 -0.113 -0.413
O -0.133 -0.180 0.262 0.610 -0.219 -0.272
N -0.065 -0.257 5.392 2.469 -0.680 3.656
C -1.936 0.451 2.701 -0.319 -0.024 -0.435
C -2.098 0.648 4.117 0.511 -1.101 0.363
C -2.120 0.190 -1.143 -0.291 0.065 0.066
C 1.176 1.927 4.458 1.609 1.250 -0.489
C 0.942 -0.538 -0.665 0.064 -0.035 -0.300
C -1.845 -0.976 2.475 0.239 0.689 0.112
C 0.192 -0.274 6.585 0.251 0.271 -1.463
C 1.401 -2.490 -5.291 -0.223 -0.492 -0.009
C 2.118 0.839 4.365 1.962 1.307 -0.861
C 1.433 1.407 2.197 2.370 1.729 -0.124
C -0.767 2.130 -0.310 -0.134 0.082 0.061
C -1.986 -0.666 4.784 -1.458 0.649 -3.454
C -1.841 -1.652 3.704 0.349 1.460 0.581
C 2.283 0.516 2.959 1.566 1.385 0.076
C 0.437 -0.915 -6.843 -0.038 -0.732 0.423
C -0.744 0.683 -0.737 -0.030 -0.060 -1.275
C 0.373 0.360 -1.774 -0.091 0.011 0.297
C 0.751 2.287 3.131 1.689 0.820 -0.479
C 1.590 -1.948 -6.726 0.041 0.742 0.591
C 0.201 -0.482 -5.386 -0.050 0.546 0.484
H 1.539 -2.737 -7.487 0.051 0.232 0.284
H 0.758 -3.392 -5.324 0.189 0.402 0.131
H 0.691 0.491 -5.181 -0.113 -0.428 -0.033
H -2.282 1.585 4.636 0.003 -0.226 -0.179
H 0.076 -0.182 -2.680 0.044 0.277 0.370
H 0.938 -1.613 -0.917 0.088 0.444 0.335
H -2.452 0.716 -2.058 0.165 -0.278 0.380
H 0.690 -0.068 -7.485 -0.119 -0.176 0.083
H -2.836 0.434 -0.348 -0.062 -0.141 -0.127
H 1.931 -0.210 -0.303 -0.282 -0.336 0.086
H 2.755 0.482 5.203 -1.029 -0.184 -0.818
H -0.466 -1.414 -7.222 0.247 0.215 -0.033
H -1.797 -2.717 3.894 0.081 0.108 -0.236
H -2.147 -0.899 -1.321 0.141 0.472 0.017
H -0.870 -0.361 -5.147 0.341 -0.092 -0.156
H 2.348 -2.773 -4.810 -0.266 0.168 -0.104
H 0.103 3.107 2.871 -0.145 -0.069 0.003
H -2.369 -0.971 5.746 0.572 0.376 0.314
H -2.074 1.213 1.923 -0.238 -0.661 0.611
H -1.898 -1.417 1.495 0.410 -0.120 -0.026
H 0.255 2.500 -0.157 -0.290 0.123 -0.103
H -1.262 2.728 -1.090 0.239 -0.080 0.293
H 0.999 1.230 -2.026 -0.213 -0.370 -0.012
H 1.443 1.520 1.109 -0.305 -0.443 0.700
H 2.558 -1.422 -6.806 -0.358 -0.315 -0.021
H -1.332 2.233 0.624 0.134 0.238 -0.289
H 3.008 -0.175 2.531 -0.427 0.055 0.229
H 0.970 2.514 5.352 -0.407 -0.586 -0.183
```
Forces are in eV/Å.

**HOMO energy (alpha / beta)**: -11.15 / -11.19 eV
**LUMO (alpha / beta)**: -4.47 / -4.89 eV
**Net charge**: +1
**Expectation value of S²**: 2.03
**Gap between HOMO and LUMO (alpha / beta)**: 0.2455 / 0.2313 hartree
**ΔE to the lowest compared entry with this formula, charge and spin**: 0.00 kJ/mol
**Spin multiplicity**: 3

***

Entry 3:
The following is a quantum chemistry calculation of a structure of composition C20H28NO3Zn at a distorted geometry, from the OMol25 dataset.

Geometry as XYZ:
```
53
Properties=species:S:1:pos:R:3:forces:R:3
Zn -0.368 1.149 1.237 -2.247 0.668 -0.547
O 2.245 -1.020 -0.221 1.488 -1.483 -0.156
O 0.011 -3.253 -1.172 -0.035 1.149 1.617
O -4.521 1.067 2.506 1.529 -0.059 -0.340
N -2.229 0.866 1.770 -2.055 -0.584 0.735
C 3.449 -2.827 -0.661 -0.533 0.731 -0.195
C -4.271 2.981 -0.728 1.502 -0.312 -0.214
C -2.097 2.265 -1.068 -0.371 0.100 0.355
C -0.544 -3.931 -0.021 -0.538 0.338 -0.296
C -0.470 -1.863 -1.049 -0.336 0.328 -0.889
C 4.284 -0.658 -1.622 -0.279 0.251 0.095
C 0.466 4.142 1.297 0.128 -0.363 0.122
C -2.977 1.268 -1.584 -0.397 0.384 0.191
C 2.301 -1.753 -2.662 -0.317 0.188 -0.318
C 0.257 2.339 2.737 -0.514 0.644 0.154
C -0.801 4.229 1.930 0.451 -0.282 0.470
C 2.826 -2.145 0.547 -0.280 0.087 0.588
C 3.044 -1.503 -1.368 0.749 -0.793 -0.777
C -2.894 3.323 -0.529 -0.863 -0.700 -0.402
C -0.958 3.131 2.782 0.891 0.429 0.771
C -0.814 -1.544 0.418 -0.104 -0.179 -0.808
C 1.114 2.959 1.722 0.029 0.766 0.245
C -3.378 0.984 2.126 0.733 -0.281 -0.443
C -0.703 -2.899 1.114 0.737 0.201 0.200
C -4.315 1.712 -1.386 0.863 0.244 0.184
H -1.807 2.947 3.449 0.444 -0.014 -0.518
H 2.048 -2.731 1.047 0.194 0.306 0.046
H -1.530 -3.103 1.792 -0.028 -0.113 -0.130
H -5.118 3.591 -0.432 0.048 -0.098 -0.043
H 0.209 -2.798 1.710 -0.200 -0.682 0.125
H -1.510 5.053 1.820 0.243 -0.492 -0.069
H -1.788 -1.056 0.526 0.257 -0.130 -0.119
H 4.799 -1.040 -2.515 -0.087 0.137 0.274
H -1.552 -4.260 -0.340 0.365 -0.293 0.380
H -1.363 -1.774 -1.695 0.239 -0.036 0.368
H -1.005 2.252 -1.092 -0.011 0.087 -0.273
H 0.561 1.593 3.472 0.015 0.287 -0.103
H 3.599 -1.812 1.263 -0.530 0.117 -0.120
H 4.530 -2.979 -0.610 -0.263 -0.235 -0.031
H 1.847 -0.822 -3.028 0.010 -0.186 -0.062
H 4.968 -0.724 -0.771 -0.062 0.224 -0.061
H -2.659 0.334 -2.046 -0.152 0.177 0.018
H -0.023 -0.877 0.834 -0.176 -0.231 -0.159
H -5.219 1.195 -1.707 0.232 0.056 0.126
H 3.035 -2.090 -3.415 -0.254 0.139 0.289
H 1.534 -2.534 -2.563 0.286 0.404 0.008
H -2.515 4.226 -0.063 -0.106 -0.157 -0.106
H 2.163 2.704 1.578 -0.298 0.038 -0.109
H 0.094 -4.782 0.279 -0.299 0.325 -0.405
H 3.987 0.380 -1.791 0.176 0.006 0.002
H 2.889 -3.690 -1.047 0.305 0.219 0.257
H 0.277 -1.136 -1.426 -0.428 -0.865 0.143
H 0.890 4.915 0.656 -0.153 -0.460 -0.070
```
Forces are in eV/Å.

**HOMO energy**: -2.85 eV
**LUMO**: 2.16 eV
**Net charge**: -1
**Gap between HOMO and LUMO**: 0.1841 hartree
**ΔE to the lowest compared entry with this formula, charge and spin**: 264.59 kJ/mol

***

Entry 4:
The following is a quantum chemistry calculation of a structure of composition C20H28NO5RuS at a distorted geometry, from the OMol25 dataset.

Geometry as XYZ:
```
56
Properties=species:S:1:pos:R:3:forces:R:3
Ru 0.100 -0.216 -0.091 -1.597 -0.326 0.360
S -0.350 -1.975 -1.710 0.327 0.672 0.195
O -0.778 -1.727 1.320 0.825 0.999 -0.241
O -2.036 -3.428 2.016 0.285 0.237 0.035
O -1.175 1.358 0.290 1.449 -1.060 -0.289
O 2.145 -0.419 -1.780 -0.029 0.130 0.076
O 1.430 2.103 -1.273 -0.053 0.040 -0.025
N 1.880 -0.043 1.330 -0.281 0.137 -0.115
C -4.258 -2.588 -2.313 -0.044 -0.033 -0.059
C -3.922 -2.792 0.050 -0.061 0.010 0.013
C 1.640 -0.387 2.603 -0.005 -0.135 0.146
C -1.717 -2.594 1.182 -0.839 -0.476 -0.353
C 3.668 0.658 3.347 -0.045 -0.030 -0.059
C 4.637 1.014 4.434 -0.009 0.012 -0.037
C -2.049 -2.302 -1.375 -0.251 -0.054 0.015
C 2.986 0.648 1.049 0.167 0.042 -0.026
C 2.504 -0.055 3.626 0.120 0.044 -0.040
C -3.192 1.186 -1.023 0.305 0.009 0.177
C -2.908 -2.346 -2.479 0.086 -0.037 0.104
C 2.951 -1.564 -2.009 0.008 -0.025 0.018
C -2.549 1.594 0.307 -0.763 -0.046 -0.135
C -4.774 -2.795 -1.040 -0.018 0.021 0.018
C 0.833 3.375 -1.058 0.020 -0.054 -0.039
C 2.202 0.512 -2.842 0.020 0.154 -0.056
C 3.899 1.010 2.021 -0.044 -0.080 0.067
C -3.228 0.872 1.474 0.276 0.164 -0.090
C -2.560 -2.545 -0.097 0.319 0.054 0.133
C 1.210 1.622 -2.587 0.079 -0.147 0.067
H -4.252 1.439 -1.053 -0.003 -0.014 0.029
H 0.734 -0.958 2.778 0.005 0.047 -0.038
H -4.909 -2.625 -3.177 0.006 0.049 0.005
H 3.213 0.935 -2.898 0.034 -0.054 -0.032
H 0.180 1.253 -2.686 -0.011 0.042 -0.005
H -5.835 -2.963 -0.904 0.016 -0.032 0.017
H 2.684 -2.038 -2.957 -0.032 -0.025 0.029
H -2.696 2.677 0.453 0.084 -0.051 -0.067
H 5.121 0.114 4.817 -0.003 0.000 0.012
H 1.357 4.139 -1.643 0.012 -0.034 0.037
H 0.913 3.594 0.002 -0.009 0.015 0.023
H -4.310 1.010 1.445 0.018 0.032 0.003
H 2.765 -2.260 -1.195 -0.001 0.006 -0.004
H -0.220 3.368 -1.340 -0.085 -0.065 0.052
H 1.964 0.025 -3.794 0.024 -0.026 0.006
H 4.011 -1.289 -2.030 -0.017 0.021 0.009
H -3.005 -0.191 1.415 -0.041 -0.092 0.032
H 4.783 1.564 1.738 0.004 0.007 0.012
H -2.491 -2.184 -3.465 -0.036 0.008 -0.006
H 3.133 0.917 0.011 -0.064 -0.004 0.047
H -2.688 1.685 -1.855 -0.016 -0.003 -0.002
H 1.372 2.414 -3.326 -0.025 0.006 -0.011
H -4.295 -2.984 1.048 0.011 -0.026 -0.009
H 2.271 -0.352 4.640 -0.024 -0.024 -0.011
H 4.122 1.491 5.267 0.022 0.005 0.012
H -2.843 1.254 2.420 -0.028 -0.054 0.030
H 5.410 1.685 4.064 0.007 0.014 0.039
H -3.078 0.106 -1.148 -0.096 0.033 -0.070
```
Forces are in eV/Å.

**HOMO energy (alpha / beta)**: -7.61 / -7.81 eV
**LUMO (alpha / beta)**: 0.26 / -1.13 eV
**Net charge**: 0
**Expectation value of S²**: 8.76
**Gap between HOMO and LUMO (alpha / beta)**: 0.2894 / 0.2455 hartree
**ΔE to the lowest compared entry with this formula, charge and spin**: 17.85 kJ/mol
**Spin multiplicity**: 6

***

no.,DFT total energy (eV)
1,-40295.3830
2,-30640.5546
3,-77241.3742
4,-46336.9983